Record 1
The following is a quantum chemistry calculation of C44H38F6KN8O7PS3 as an isolated structure at a distorted geometry, from OMol25.

Properties
HOMO	-0.1107	hartree
energy relative to the best compared isomer or geometry (same formula, charge and spin)	26.0	kJ/mol
gap between HOMO and LUMO	6.99	eV
LUMO level	3.978	eV

Structure (ORCA input):
```
! wB97M-V def2-TZVPD RIJCOSX def2/J DEFGRID3
* xyz -2 1
K -0.008 0.019 0.420
C 0.180 -2.972 4.554
C -1.066 -3.438 4.957
C -2.160 -3.211 4.150
C -1.996 -2.500 2.952
N -0.797 -2.074 2.551
C 0.253 -2.307 3.343
N -3.126 -2.313 2.158
C -3.436 -1.125 1.757
N -2.813 0.065 1.986
C -3.608 1.049 1.492
N -3.469 2.335 1.529
C -2.275 2.918 1.910
C -2.312 4.072 2.707
C -1.142 4.754 2.958
C 0.049 4.293 2.405
C -0.002 3.142 1.637
N -1.126 2.465 1.400
C -4.819 0.462 0.838
C -5.878 1.034 0.163
C -6.827 0.174 -0.385
C -6.705 -1.208 -0.249
C -5.630 -1.770 0.439
C -4.694 -0.907 0.973
H 1.074 -3.106 5.146
H -1.181 -3.973 5.894
H -3.151 -3.556 4.413
H 1.205 -1.929 2.994
H -3.268 4.411 3.085
H -1.154 5.647 3.573
H 0.991 4.796 2.571
H 0.902 2.749 1.176
H -5.943 2.110 0.055
H -7.668 0.581 -0.935
H -7.455 -1.853 -0.693
H -5.519 -2.841 0.551
O -0.272 0.084 -2.729
S 0.999 0.799 -2.659
O 2.053 0.231 -3.479
O 1.405 1.094 -1.289
C 0.610 2.392 -3.386
C 1.541 2.972 -4.235
C 1.284 4.205 -4.817
C 0.089 4.853 -4.550
C -0.845 4.266 -3.705
C -0.608 3.028 -3.111
P -1.819 2.240 -1.947
C -2.880 1.291 -3.105
C -3.627 0.255 -2.549
C -4.484 -0.506 -3.331
C -4.590 -0.249 -4.691
C -3.840 0.773 -5.259
C -2.994 1.540 -4.470
C -2.919 3.682 -1.613
C -4.261 3.748 -1.980
C -5.054 4.819 -1.588
C -4.516 5.850 -0.834
C -3.176 5.801 -0.469
C -2.391 4.724 -0.847
H 2.459 2.434 -4.428
H 2.016 4.656 -5.476
H -0.125 5.815 -5.000
H -1.775 4.783 -3.503
H -3.533 0.041 -1.491
H -5.058 -1.302 -2.873
H -5.250 -0.848 -5.308
H -3.910 0.971 -6.322
H -2.409 2.331 -4.923
H -4.699 2.949 -2.566
H -6.100 4.843 -1.873
H -5.136 6.681 -0.522
H -2.744 6.589 0.136
H -1.354 4.684 -0.531
C 1.954 -2.539 -1.024
C 2.593 -3.921 -1.326
N 1.576 -4.864 -1.811
C 0.912 -4.272 -2.978
C 0.211 -2.942 -2.593
N 0.500 -2.622 -1.194
C -0.030 -3.684 -0.338
C 0.574 -5.051 -0.757
H 2.323 -1.767 -1.702
H 2.169 -2.212 -0.006
H 3.047 -4.353 -0.430
H 3.373 -3.838 -2.086
H 0.200 -5.003 -3.372
H 1.673 -4.106 -3.745
H -0.874 -3.009 -2.705
H 0.547 -2.114 -3.213
H -1.120 -3.682 -0.418
H 0.213 -3.441 0.696
H -0.195 -5.727 -1.142
H 1.056 -5.547 0.090
F 2.402 2.704 3.703
C 2.755 1.430 3.903
F 1.736 0.802 4.475
F 3.791 1.430 4.748
S 3.210 0.650 2.255
O 2.035 -0.110 1.897
O 3.578 1.759 1.432
N 4.499 -0.208 2.554
S 4.567 -1.421 3.550
O 5.850 -1.459 4.189
O 3.382 -1.636 4.338
C 4.621 -2.890 2.434
F 4.875 -3.991 3.157
F 5.575 -2.777 1.509
F 3.452 -3.067 1.816
*
```


Record 2
The following is a quantum chemistry calculation of C44H38FN9O3PRuSe2 as an isolated structure, from OMol25.

Properties
HOMO (alpha / beta)	-0.3538 / -0.4440	hartree
energy relative to the best compared isomer or geometry (same formula, charge and spin)	2.8	kJ/mol
gap between HOMO and LUMO (alpha / beta)	4.49 / 6.25	eV
LUMO level (alpha / beta)	-5.138 / -5.829	eV

Structure (ORCA input):
```
! wB97M-V def2-TZVPD RIJCOSX def2/J DEFGRID3
* xyz 2 6
Ru 0.818 -0.346 -0.305
C -2.780 6.721 -2.125
C -3.303 5.810 -1.026
N -2.880 4.415 -1.205
C -1.761 3.996 -0.580
C -1.219 2.754 -0.687
C 0.077 2.531 0.046
O 0.323 3.161 1.050
O 0.883 1.650 -0.503
C -1.906 1.738 -1.436
O -1.592 0.543 -1.474
C -3.080 2.230 -2.181
C -3.745 1.360 -3.046
C -4.814 1.789 -3.779
F -5.384 0.924 -4.646
C -5.306 3.100 -3.680
C -4.656 3.956 -2.805
C -3.539 3.548 -2.064
N -6.421 3.579 -4.405
C -6.306 4.831 -5.138
C -7.572 5.651 -4.875
N -8.715 4.683 -4.668
C -8.561 3.476 -5.547
C -7.357 2.664 -5.053
H -3.122 7.742 -1.962
H -3.119 6.395 -3.109
H -1.691 6.725 -2.131
H -4.391 5.837 -0.959
H -2.935 6.127 -0.052
H -1.273 4.723 0.058
H -3.379 0.348 -3.157
H -5.035 4.962 -2.692
H -6.180 4.647 -6.211
H -5.435 5.393 -4.816
H -7.831 6.300 -5.709
H -7.495 6.243 -3.966
H -9.609 5.145 -4.835
H -8.705 4.377 -3.693
H -8.425 3.854 -6.558
H -9.479 2.895 -5.515
H -6.937 2.134 -5.911
H -7.681 1.919 -4.328
C 3.619 -5.791 -1.937
C 4.005 -4.459 -1.880
C 3.060 -3.468 -1.675
C 1.720 -3.814 -1.511
C 1.328 -5.151 -1.596
C 2.281 -6.134 -1.806
P 0.482 -2.529 -1.335
C -1.097 -3.193 -0.780
C -1.193 -4.203 0.175
C -2.436 -4.591 0.650
C -3.587 -3.971 0.181
C -3.493 -2.958 -0.764
C -2.253 -2.563 -1.244
C 0.383 -1.598 -2.845
C 0.019 -1.742 -4.177
C 0.332 -0.693 -5.023
C 0.984 0.452 -4.547
C 1.303 0.608 -3.208
C 0.978 -0.442 -2.353
H 4.362 -6.562 -2.094
H 5.045 -4.186 -1.997
H 3.365 -2.431 -1.645
H 0.287 -5.431 -1.508
H 1.976 -7.170 -1.869
H -0.299 -4.688 0.546
H -2.507 -5.383 1.384
H -4.555 -4.282 0.549
H -4.390 -2.478 -1.134
H -2.178 -1.752 -1.957
H -0.465 -2.640 -4.541
H 0.089 -0.759 -6.076
H 1.233 1.240 -5.247
H 1.767 1.513 -2.841
Se 4.707 -0.378 0.295
N 5.022 -1.573 1.598
C 3.867 -2.177 1.897
C 3.635 -3.118 2.912
C 2.332 -3.559 3.119
C 1.294 -3.102 2.320
N 1.491 -2.243 1.300
C 2.729 -1.777 1.120
N 2.933 -0.831 0.198
H 4.454 -3.461 3.529
H 2.114 -4.261 3.912
H 0.274 -3.424 2.487
Se -2.732 -0.320 1.705
N -2.437 0.425 3.289
C -1.141 0.629 3.404
C -0.432 1.221 4.496
C 0.908 1.364 4.357
C 1.582 0.951 3.155
N 0.981 0.395 2.149
C -0.357 0.217 2.278
N -1.004 -0.325 1.268
H -0.966 1.541 5.381
H 1.504 1.808 5.142
H 2.651 1.116 3.061
*
```


Record 3
The following is a quantum chemistry calculation of C44H39AuBN6O5 as an isolated structure at a distorted geometry, from OMol25.

Properties
HOMO (alpha / beta)	-0.3647 / -0.3747	hartree
gap between HOMO and LUMO (alpha / beta)	7.57 / 6.05	eV
LUMO level (alpha / beta)	-2.356 / -4.147	eV

Structure (ORCA input):
```
! wB97M-V def2-TZVPD RIJCOSX def2/J DEFGRID3
* xyz 1 3
Au -0.452 -0.828 1.436
O 5.655 -3.332 0.268
C 4.513 -4.140 0.127
C 3.351 -3.518 0.839
C 2.112 -4.158 0.857
C 1.024 -3.497 1.383
N 1.101 -2.269 1.884
C 2.311 -1.708 2.009
C 3.457 -2.296 1.488
C 2.350 -0.481 2.815
C 3.413 -0.211 3.670
C 3.338 0.877 4.532
C 4.470 1.140 5.498
O 5.733 0.839 4.963
C 2.188 1.659 4.492
C 1.195 1.340 3.578
N 1.273 0.302 2.765
H 6.407 -3.759 -0.154
H 4.680 -5.149 0.533
H 4.229 -4.257 -0.934
H 2.001 -5.147 0.446
H 0.050 -3.957 1.396
H 4.416 -1.808 1.550
H 4.277 -0.857 3.714
H 4.352 0.464 6.354
H 4.420 2.172 5.871
H 5.993 1.512 4.325
H 2.062 2.500 5.155
H 0.305 1.945 3.502
N -1.940 0.521 0.746
C -2.786 0.223 -0.233
C -4.171 0.711 -0.232
C -4.740 1.133 -1.437
C -6.016 1.661 -1.460
C -6.741 1.777 -0.284
C -6.188 1.349 0.913
C -4.909 0.824 0.944
C -2.339 -0.490 -1.362
C -0.930 -0.358 -1.776
C -0.769 -0.512 -3.328
C -2.012 -0.474 -4.080
C -2.803 -1.602 -3.605
C -3.164 -1.485 -2.081
H -4.163 1.061 -2.348
H -6.444 1.988 -2.395
H -7.733 2.200 -0.301
H -6.758 1.423 1.826
H -4.487 0.468 1.872
H -0.460 0.516 -1.330
H 0.028 0.100 -3.722
H -2.194 0.098 -4.963
H -3.656 -1.913 -4.202
H -4.220 -1.409 -1.831
C 1.455 3.728 -4.115
C 1.825 2.319 -3.777
C 2.075 1.392 -4.787
C 2.340 0.069 -4.485
C 2.374 -0.351 -3.160
N 2.603 -1.714 -2.830
C 1.953 -2.815 -3.320
O 2.496 -3.899 -3.364
N 0.638 -2.665 -3.755
C -0.432 -2.034 -3.040
C -1.796 -2.731 -3.216
C -2.562 -2.934 -1.898
C -1.752 -3.111 -0.682
N -0.640 -2.522 -0.508
C -0.159 -1.691 -1.559
C 2.207 0.584 -2.145
C 1.918 1.901 -2.456
H 0.565 3.747 -4.741
H 2.255 4.213 -4.670
H 1.260 4.305 -3.216
H 2.055 1.705 -5.820
H 2.520 -0.650 -5.270
H 3.528 -1.923 -2.478
H 0.362 -3.490 -4.274
H -1.751 -3.603 -3.865
H -3.346 -3.684 -1.997
H -2.122 -3.745 0.113
H 0.895 -1.507 -1.368
H 2.284 0.273 -1.114
H 1.748 2.608 -1.657
O -1.899 2.897 1.489
B -2.076 1.549 1.734
O -2.211 1.295 3.093
C -2.104 2.514 3.701
C -2.174 2.843 5.039
C -1.997 4.181 5.368
C -1.763 5.143 4.396
C -1.719 4.820 3.046
C -1.897 3.492 2.718
H -2.358 2.096 5.794
H -2.050 4.474 6.406
H -1.623 6.171 4.691
H -1.553 5.565 2.285
*
```


Record 4
The following is a quantum chemistry calculation of C44H39FeO4P2S as an isolated structure at a distorted geometry, from OMol25.

Properties
HOMO (alpha / beta)	-0.4674 / -0.4922	hartree
gap between HOMO and LUMO (alpha / beta)	6.09 / 4.48	eV
LUMO level (alpha / beta)	-6.630 / -8.918	eV

Structure (ORCA input):
```
! wB97M-V def2-TZVPD RIJCOSX def2/J DEFGRID3
* xyz 2 6
Fe 0.328 -0.123 -0.961
P 2.215 1.131 -0.728
C 0.407 -1.040 0.758
O 0.688 -1.716 1.701
P -1.554 -1.226 -1.676
C 2.988 1.084 0.952
C 2.041 2.952 -0.959
C 3.633 0.690 -1.801
C -1.302 -2.765 -2.630
C -2.743 -1.847 -0.378
C -2.721 -0.236 -2.693
C 4.269 0.593 1.228
C 4.744 0.578 2.544
C 3.967 1.048 3.602
C 2.690 1.554 3.339
C 2.241 1.594 2.022
H 4.894 0.234 0.413
H 5.742 0.191 2.736
H 4.337 1.034 4.627
H 2.044 1.921 4.137
H 1.267 2.024 1.819
C 4.009 -0.663 -1.861
C 5.079 -1.061 -2.666
C 5.778 -0.115 -3.421
C 5.404 1.232 -3.370
C 4.338 1.639 -2.564
H 3.470 -1.408 -1.270
H 5.364 -2.113 -2.692
H 6.612 -0.432 -4.052
H 5.943 1.974 -3.963
H 4.059 2.693 -2.523
C 2.828 3.877 -0.247
C 2.694 5.249 -0.484
C 1.784 5.710 -1.440
C 1.003 4.796 -2.154
C 1.125 3.427 -1.914
H 3.538 3.534 0.509
H 3.306 5.953 0.085
H 1.685 6.780 -1.632
H 0.292 5.145 -2.905
H 0.516 2.717 -2.477
C -3.740 -0.963 0.102
C -4.631 -1.326 1.109
C -4.405 -2.525 1.802
C -3.337 -3.354 1.424
C -2.505 -3.028 0.338
H -3.920 0.004 -0.391
H -5.421 -0.616 1.415
H -5.036 -2.769 2.671
H -3.126 -4.262 2.001
H -1.631 -3.647 0.096
C -0.067 -3.419 -2.510
C 0.155 -4.601 -3.212
C -0.839 -5.139 -4.031
C -2.071 -4.489 -4.152
C -2.302 -3.304 -3.453
H 0.720 -3.002 -1.876
H 1.117 -5.097 -3.104
H -0.659 -6.063 -4.576
H -2.860 -4.888 -4.790
H -3.264 -2.814 -3.569
C -4.032 -0.676 -2.953
C -4.879 0.057 -3.787
C -4.439 1.264 -4.338
C -3.154 1.730 -4.052
C -2.301 0.996 -3.226
H -4.420 -1.600 -2.515
H -5.878 -0.324 -4.000
H -5.097 1.841 -4.989
H -2.797 2.671 -4.475
H -1.302 1.380 -3.004
H 1.136 -1.073 -1.643
H 0.448 0.343 -2.411
C -1.162 -0.719 7.781
C -1.404 -0.217 6.385
C -0.929 1.073 6.041
C -1.058 1.542 4.760
C -1.424 0.607 3.818
C -2.146 -0.578 4.102
C -2.075 -1.014 5.440
S -1.629 1.109 1.474
O -1.781 -0.372 1.505
O -0.529 0.800 2.716
O -0.815 1.400 0.313
H -0.086 -0.771 8.004
H -1.611 -0.048 8.529
H -1.599 -1.715 7.896
H -0.390 1.707 6.769
H -0.646 2.475 4.379
H -2.709 -1.202 3.414
H -2.474 -1.998 5.763
*
```


Record 5
The following is a quantum chemistry calculation of C44H39HfN6O11 as an isolated structure at a distorted geometry, from OMol25.

Properties
HOMO	-0.1490	hartree
energy relative to the best compared isomer or geometry (same formula, charge and spin)	15.6	kJ/mol
gap between HOMO and LUMO	6.14	eV
LUMO level	2.082	eV

Structure (ORCA input):
```
! wB97M-V def2-TZVPD RIJCOSX def2/J DEFGRID3
* xyz -1 1
Hf -0.471 1.129 0.925
O -4.596 -0.431 2.703
C -3.299 -0.145 2.952
O -2.422 -0.964 2.969
C -3.085 1.305 3.262
C -4.042 2.036 3.939
C -3.738 3.338 4.322
C -2.496 3.853 4.008
C -1.607 3.057 3.293
N -1.896 1.813 2.926
C -0.237 3.599 2.868
O 0.013 4.763 3.154
O 0.486 2.747 2.264
H -4.605 -1.339 2.358
H -4.996 1.582 4.167
H -4.465 3.933 4.860
H -2.181 4.853 4.265
O -1.851 3.185 0.521
C -1.821 4.048 -0.346
C -0.738 4.308 -1.254
C -0.835 5.394 -2.117
C 0.231 5.745 -2.910
C 1.447 5.037 -2.826
C 1.560 3.969 -1.991
C 0.455 3.516 -1.202
O 0.557 2.472 -0.500
N 0.118 6.867 -3.812
O 1.058 7.097 -4.559
O -0.969 7.414 -3.920
H -2.688 4.728 -0.437
H -1.746 5.978 -2.157
H 2.279 5.367 -3.432
H 2.485 3.421 -1.888
C 1.206 -5.333 0.711
O 1.401 -4.316 -0.255
C 2.604 -4.244 -0.860
C 3.549 -5.262 -0.837
C 4.746 -5.123 -1.529
C 5.017 -3.966 -2.238
C 4.089 -2.932 -2.230
C 2.888 -3.049 -1.549
N 1.944 -1.999 -1.592
C 1.573 -1.210 -0.513
N 2.071 -1.618 0.664
C 1.681 -1.313 1.989
C 0.753 -0.342 2.333
C 0.536 -0.209 3.720
C 1.171 -0.977 4.673
C 2.087 -1.956 4.288
C 2.335 -2.116 2.943
O 3.213 -3.057 2.425
C 3.892 -3.881 3.340
N 0.824 -0.157 -0.671
C 0.572 0.222 -2.020
C -0.684 0.094 -2.593
C -0.932 0.534 -3.890
C 0.086 1.096 -4.635
C 1.364 1.208 -4.095
C 1.608 0.777 -2.799
O 2.839 0.831 -2.204
C 3.930 1.224 -3.006
H 0.266 -5.099 1.201
H 2.013 -5.325 1.448
H 1.139 -6.320 0.243
H 3.345 -6.177 -0.298
H 5.466 -5.931 -1.510
H 5.948 -3.855 -2.777
H 4.294 -2.002 -2.747
H 1.834 -1.552 -2.486
H 2.714 -2.390 0.617
H -0.171 0.535 4.063
H 0.963 -0.827 5.726
H 2.585 -2.564 5.030
H 4.518 -4.547 2.749
H 3.194 -4.475 3.940
H 4.523 -3.295 4.015
H -1.475 -0.340 -2.000
H -1.926 0.432 -4.305
H -0.097 1.450 -5.641
H 2.153 1.653 -4.684
H 4.809 1.168 -2.369
H 3.818 2.248 -3.374
H 4.056 0.557 -3.866
C -4.570 1.407 -0.139
C -4.295 -0.059 -0.333
C -5.331 -0.885 -0.756
C -5.169 -2.254 -0.889
C -3.927 -2.805 -0.590
C -2.865 -2.015 -0.179
C -1.535 -2.637 0.126
C -3.017 -0.605 -0.044
N -1.956 0.137 0.373
H -5.013 1.846 -1.038
H -3.658 1.944 0.101
H -5.278 1.560 0.682
H -6.296 -0.434 -0.971
H -5.989 -2.881 -1.217
H -3.776 -3.876 -0.683
H -1.638 -3.721 0.221
H -1.115 -2.224 1.047
H -0.810 -2.442 -0.667
*
```


Number 1: DFT total energy -146928.2329 eV. Number 2: DFT total energy -211062.3830 eV. Number 3: DFT total energy -69802.9547 eV. Number 4: DFT total energy -118228.4916 eV. Number 5: DFT total energy -79035.0174 eV.